One molecule with the formula C8H9N3OS. Source: OMol25; level of theory: ωB97M-V/def2-TZVPD.

Atoms and positions in Å:
N (-2.144, 0.160, -0.330)
N (1.524, -0.321, 0.119)
O (2.608, -1.077, 2.082)
S (0.433, 0.448, -2.186)
C (-2.275, 0.700, -1.487)
C (1.504, -0.702, 1.414)
C (0.340, -0.031, -0.463)
C (0.318, -0.779, 2.147)
C (-0.895, -0.421, 1.557)
C (-0.897, -0.096, 0.243)
N (-3.588, 0.869, -1.787)
C (3.858, -0.877, 1.429)
C (-1.199, 1.239, -2.393)
H (0.392, -1.034, 3.194)
H (-1.847, -0.448, 2.059)
H (-4.202, 0.411, -1.132)
H (-3.900, 0.995, -2.738)
H (4.676, -1.049, 2.161)
H (3.941, 0.148, 1.074)
H (3.966, -1.561, 0.563)
H (-1.504, 1.149, -3.404)
H (-1.108, 2.278, -2.120)

Atomic forces in eV per Å
0.8 0.0 -0.3
-0.5 -0.2 0.5
0.6 0.2 -0.2
-0.4 -0.4 0.5
-0.2 -1.0 1.5
-1.3 0.1 -1.0
0.1 -0.1 1.1
-0.4 0.5 0.3
1.5 -0.9 1.2
0.6 0.9 -2.5
-0.5 0.7 -1.5
0.6 -0.2 -0.2
0.1 -0.2 1.5
-0.1 -0.1 0.0
0.0 0.0 0.3
-0.1 0.0 -0.2
0.0 0.0 0.2
-0.8 -0.1 -0.4
0.0 0.1 -0.1
0.0 0.3 0.5
-0.1 0.0 -1.1
0.0 0.6 -0.2

Its structure (SMILES) is COc1ccc2c(n1)SCC(N)=N2. The calculation puts the HOMO energy at -7.513 eV. Its energy above the lowest of the compared OMol25 structures with the same formula, charge and spin is 22.8 kJ/mol. The charge is 0. The gap between HOMO and LUMO is 8.15 eV.

***

A 2-piece molecular cluster, C4H12 overall. Source: OMol25; level of theory: ωB97M-V/def2-TZVPD.

Atoms and positions in Å:
C (-1.810, -0.535, 1.259)
C (-1.043, -1.856, 1.449)
H (-1.095, 0.217, 0.949)
H (-2.640, -0.709, 0.582)
H (-2.160, -0.183, 2.229)
H (-1.714, -2.721, 1.454)
H (-0.440, -2.029, 0.563)
H (-0.381, -1.886, 2.311)
C (1.298, 0.736, -0.763)
C (1.551, 1.662, -1.964)
H (1.256, -0.312, -1.064)
H (2.077, 0.831, -0.006)
H (0.367, 0.985, -0.268)
H (1.855, 1.145, -2.865)
H (2.257, 2.449, -1.702)
H (0.624, 2.205, -2.166)

Atomic forces in eV per Å
0.7 -0.7 1.1
-0.3 -0.2 -0.8
-0.3 0.2 -0.5
0.0 0.5 -0.2
-0.4 0.0 -0.1
0.0 0.1 0.4
0.3 0.0 -0.1
-0.1 0.1 0.1
0.4 -0.1 -0.1
-0.7 0.5 0.6
-0.1 0.0 0.1
0.1 -0.1 -0.1
-0.1 0.0 0.0
0.2 0.0 -0.1
0.3 -0.1 -0.2
0.0 -0.1 -0.3

Its structure (SMILES) is CC.CC. The calculation puts the HOMO energy at -11.564 eV. Its energy above the lowest of the compared OMol25 structures with the same formula, charge and spin is 25.4 kJ/mol. The charge is 0. The gap between HOMO and LUMO is 12.76 eV.

***

A 4-piece molecular cluster, CH8O4 overall. Source: OMol25; level of theory: ωB97M-V/def2-TZVPD.

Atoms and positions in Å:
O (0.381, -1.568, -1.286)
C (-0.303, -0.606, -1.528)
H (-0.319, -0.167, -2.538)
H (-0.853, -0.089, -0.726)
H (-0.152, 1.080, 2.390)
H (0.067, -0.263, 1.758)
O (0.278, 0.671, 1.632)
H (0.037, -2.268, 0.562)
H (-0.385, -3.243, 1.692)
O (-0.403, -2.320, 1.424)
H (0.449, 3.305, -1.801)
H (0.809, 2.904, -0.389)
O (0.396, 2.564, -1.189)

Atomic forces in eV per Å
-0.1 -0.2 0.0
0.5 0.3 0.3
-0.2 0.0 0.0
-0.1 0.0 -0.2
0.0 0.1 -0.1
0.1 -0.3 -0.1
-0.2 0.0 0.2
0.0 -0.1 -0.2
0.1 0.1 -0.1
0.0 0.2 0.1
0.0 -0.1 -0.1
0.0 -0.3 0.1
0.0 0.2 -0.1

Its structure (SMILES) is C=O.O.O.O. The calculation puts the HOMO energy at -10.189 eV. Its energy above the lowest of the compared OMol25 structures with the same formula, charge and spin is 13.3 kJ/mol. The charge is 0. The gap between HOMO and LUMO is 10.96 eV.

***

One molecule with the formula C10H20N2O3. Source: OMol25; level of theory: ωB97M-V/def2-TZVPD.

Atoms and positions in Å:
C (1.140, -0.684, 3.446)
C (0.653, -0.441, 2.019)
C (0.667, 1.040, 1.630)
C (-0.204, 1.456, 0.443)
C (-0.722, 2.886, 0.589)
N (-1.962, 3.032, 1.345)
O (0.478, 1.429, -0.817)
C (0.986, 0.199, -1.233)
N (-0.103, -0.774, -1.393)
C (-0.823, -0.596, -2.646)
C (-2.304, -0.738, -2.503)
O (-0.247, -0.356, -3.667)
C (0.315, -2.150, -1.195)
C (1.540, -2.616, -1.949)
O (-0.321, -2.876, -0.489)
H (0.790, -1.647, 3.823)
H (0.772, 0.090, 4.124)
H (2.231, -0.685, 3.504)
H (-0.360, -0.836, 1.895)
H (1.277, -1.026, 1.339)
H (0.302, 1.605, 2.497)
H (1.690, 1.391, 1.447)
H (-1.067, 0.776, 0.397)
H (-0.877, 3.288, -0.414)
H (0.037, 3.505, 1.077)
H (-2.713, 2.537, 0.876)
H (-1.875, 2.610, 2.264)
H (1.510, 0.396, -2.170)
H (1.692, -0.214, -0.505)
H (-2.531, -1.710, -2.058)
H (-2.653, 0.016, -1.796)
H (-2.796, -0.623, -3.466)
H (2.192, -3.158, -1.264)
H (2.077, -1.804, -2.434)
H (1.210, -3.320, -2.715)

Atomic forces in eV per Å
0.0 0.0 0.0
0.0 0.0 -0.1
0.0 0.0 0.1
-0.1 -0.2 0.0
0.0 0.1 0.0
0.0 -0.2 0.0
0.0 0.0 0.0
0.1 -0.1 0.0
0.3 0.2 -0.1
-0.1 -0.3 0.4
0.0 -0.1 0.0
0.1 0.3 -0.3
-0.1 0.2 -0.1
0.1 0.0 0.2
-0.2 -0.2 0.0
0.1 0.0 0.0
0.0 -0.1 0.0
0.0 0.1 0.0
0.0 0.1 0.0
-0.1 0.0 0.0
0.0 0.0 0.0
-0.1 0.0 0.1
0.0 0.1 -0.1
0.0 0.0 0.0
0.0 0.0 -0.1
0.0 0.0 0.0
0.0 0.1 0.0
0.0 0.0 0.0
0.0 0.0 -0.1
0.0 0.0 0.0
0.0 0.0 0.0
0.0 0.0 0.0
0.0 0.0 0.0
0.0 0.0 0.0
0.0 0.0 0.0

Its structure (SMILES) is CCC[C@@H](CN)OCN(C(C)=O)C(C)=O. The calculation puts the HOMO energy at -9.444 eV. Its energy above the lowest of the compared OMol25 structures with the same formula, charge and spin is 194.0 kJ/mol. The charge is 0. The gap between HOMO and LUMO is 10.18 eV.

***

A 2-piece molecular cluster, C6H12N2O2 overall. Source: OMol25; level of theory: ωB97M-V/def2-TZVPD.

Atoms and positions in Å:
C (1.012, 1.845, -1.230)
C (0.497, 3.231, -1.520)
C (2.461, 1.712, -0.834)
C (0.029, -2.617, 0.822)
N (-1.170, -2.916, 1.565)
C (0.243, 0.810, -1.315)
C (-2.205, -2.051, 1.789)
N (-2.177, -0.888, 1.071)
O (-0.456, -0.129, -1.386)
O (-3.078, -2.306, 2.595)
H (-1.133, -3.675, 2.226)
H (-3.028, -0.352, 1.103)
H (-1.639, -0.823, 0.222)
H (-0.553, 3.209, -1.795)
H (2.727, 0.672, -0.663)
H (0.616, 3.861, -0.638)
H (1.066, 3.675, -2.336)
H (2.648, 2.277, 0.079)
H (3.098, 2.112, -1.622)
H (0.697, -3.474, 0.873)
H (-0.206, -2.432, -0.229)
H (0.550, -1.741, 1.223)

Atomic forces in eV per Å
0.6 0.8 0.1
-0.1 -0.2 0.0
-0.2 -0.2 0.0
-0.1 0.2 -0.1
0.2 -0.3 0.1
-0.6 -0.8 0.0
0.1 -0.1 0.1
0.1 0.2 -0.2
0.2 0.3 -0.1
-0.4 0.0 0.3
-0.1 0.1 0.0
0.0 -0.1 0.0
0.0 0.0 0.0
-0.1 0.1 0.0
0.1 0.0 0.0
0.0 0.1 0.0
0.0 0.1 -0.1
0.1 0.0 0.1
0.1 0.0 0.0
0.0 0.0 0.0
0.1 0.0 0.0
0.0 0.0 -0.1

Its structure (SMILES) is CC(C)=C=O.CNC(N)=O. The calculation puts the HOMO energy at -8.993 eV. Its energy above the lowest of the compared OMol25 structures with the same formula, charge and spin is 69.8 kJ/mol. The charge is 0. The gap between HOMO and LUMO is 9.57 eV.

***

C35H36FN4O4SW as an isolated structure. Source: OMol25; level of theory: ωB97M-V/def2-TZVPD.

Atoms and positions in Å:
W (-0.453, 0.032, -0.528)
C (4.140, 1.339, -2.042)
C (3.670, 2.099, -0.796)
C (4.553, 1.854, 0.386)
C (4.251, 1.405, 1.611)
C (2.974, 0.959, 2.150)
C (1.807, 0.671, 1.550)
N (1.629, 0.810, 0.121)
C (0.612, 0.168, 2.279)
C (0.564, -0.018, 3.634)
C (-0.605, -0.528, 4.235)
C (-1.693, -0.821, 3.452)
C (-1.640, -0.614, 2.071)
N (-0.484, -0.129, 1.497)
C (-2.733, -0.861, 1.160)
C (-3.992, -1.305, 1.584)
C (-4.982, -1.504, 0.655)
C (-4.719, -1.265, -0.693)
C (-3.468, -0.832, -1.083)
C (-3.149, -0.588, -2.521)
N (-2.496, -0.632, -0.165)
H (5.200, 1.524, -2.217)
H (3.589, 1.681, -2.919)
H (3.994, 0.267, -1.968)
H (5.592, 2.121, 0.220)
H (5.059, 1.362, 2.331)
H (2.998, 0.806, 3.222)
H (1.413, 0.227, 4.254)
H (-0.640, -0.679, 5.303)
H (-2.593, -1.207, 3.908)
H (-4.183, -1.478, 2.631)
H (-5.961, -1.840, 0.968)
H (-5.480, -1.411, -1.445)
H (-4.055, -0.653, -3.119)
H (-2.434, -1.326, -2.889)
H (-2.691, 0.392, -2.664)
C (1.478, -5.483, -5.579)
C (0.606, -5.977, -4.442)
C (1.155, -7.248, -3.814)
C (0.174, -7.789, -2.792)
C (-0.197, -6.726, -1.798)
C (-0.673, -7.062, -0.553)
C (-0.984, -6.075, 0.382)
F (-1.452, -6.469, 1.573)
C (-0.808, -4.749, 0.124)
C (-0.322, -4.380, -1.142)
C (-0.118, -2.975, -1.434)
O (-0.337, -2.127, -0.508)
C (0.355, -2.649, -2.714)
C (0.610, -3.661, -3.614)
N (0.429, -4.954, -3.362)
C (-0.034, -5.355, -2.106)
C (0.582, -1.238, -3.181)
O (1.270, -1.033, -4.158)
O (-0.038, -0.322, -2.500)
H (1.630, -6.314, -6.266)
H (2.457, -5.159, -5.224)
H (1.024, -4.677, -6.153)
H (-0.403, -6.180, -4.815)
H (2.124, -7.036, -3.354)
H (1.325, -7.977, -4.606)
H (0.589, -8.647, -2.263)
H (-0.728, -8.142, -3.302)
H (-0.802, -8.099, -0.273)
H (-1.032, -3.992, 0.862)
H (0.979, -3.382, -4.589)
C (2.568, -2.334, 0.841)
C (3.032, -1.264, -0.120)
O (1.974, -0.390, -0.608)
C (2.168, 2.047, -0.522)
C (1.722, 3.241, 0.317)
H (3.440, -2.922, 1.135)
H (1.848, -3.008, 0.383)
H (2.126, -1.919, 1.745)
H (3.398, -1.705, -1.049)
H (3.825, -0.646, 0.298)
H (1.650, 2.078, -1.484)
H (3.829, 3.161, -1.035)
H (0.707, 3.118, 0.687)
H (1.737, 4.126, -0.318)
H (2.393, 3.413, 1.158)
S (-1.238, 2.020, -0.803)

Atomic forces in eV per Å
-0.1 0.8 0.0
0.0 0.0 0.0
0.0 0.1 0.1
0.0 0.0 0.1
-0.1 0.0 -0.1
-0.1 0.0 0.0
0.0 0.0 0.1
-0.2 -0.2 0.1
0.2 0.1 -0.1
-0.2 -0.1 0.0
0.2 0.1 0.0
-0.1 0.0 -0.2
0.0 0.0 0.3
0.1 0.0 -0.4
-0.2 0.0 0.0
0.1 0.0 -0.1
0.0 0.0 0.0
0.0 0.0 0.0
0.0 0.0 0.0
0.0 0.0 0.0
0.4 -0.1 0.2
0.0 0.0 0.0
0.0 0.0 0.0
0.0 -0.1 0.0
0.0 0.0 0.0
0.0 0.0 0.0
0.0 0.0 0.0
0.0 0.0 0.0
0.0 0.0 0.0
0.0 0.0 0.0
0.0 0.0 0.0
0.0 0.0 0.0
0.0 0.0 0.0
0.0 0.0 0.0
0.0 0.0 0.0
0.0 0.0 0.0
0.0 0.0 -0.1
-0.1 0.1 0.1
0.0 0.0 -0.1
0.0 -0.1 0.0
0.0 0.1 0.1
0.0 0.0 0.0
0.0 -0.1 0.0
0.0 0.0 0.0
0.0 -0.1 0.0
0.0 0.0 0.1
0.0 0.1 0.1
-0.1 -0.2 -0.1
0.0 0.0 0.0
0.0 0.0 0.1
0.0 0.0 0.0
0.0 -0.1 -0.1
0.1 -0.1 0.0
-0.1 0.0 0.0
0.1 0.2 0.0
0.0 0.0 0.0
0.0 0.0 0.0
0.0 0.0 0.0
0.0 0.0 0.0
0.0 0.0 0.0
0.0 0.0 0.0
0.0 0.0 0.0
0.0 0.0 0.0
0.0 0.0 0.0
0.0 0.0 0.0
0.0 0.0 0.0
0.0 -0.1 0.0
0.0 0.1 0.0
-0.2 -0.2 0.0
-0.1 -0.1 -0.1
0.0 0.0 0.0
0.0 0.0 0.0
0.0 0.0 0.0
0.0 0.0 0.0
0.0 0.0 0.0
0.0 -0.1 0.0
0.0 0.0 0.0
0.0 0.0 0.0
0.0 0.0 0.0
0.0 0.0 0.0
0.0 0.0 0.0
0.1 -0.4 0.0

The multiplicity is 3. The expectation value of S² is 2.03. The calculation puts the HOMO energy (alpha / beta) at -8.125 / -11.023 eV. Its energy above the lowest of the compared OMol25 structures with the same formula, charge and spin is 257.2 kJ/mol. The charge is +1. The gap between HOMO and LUMO (alpha / beta) is 5.03 / 7.87 eV.

***

One molecule with the formula C7H10N2O3. Source: OMol25; level of theory: ωB97M-V/def2-TZVPD.

Atoms and positions in Å:
C (2.977, 1.329, 0.064)
C (3.721, -0.856, -0.138)
C (-1.089, -0.701, 0.575)
C (0.122, -1.602, 0.367)
C (-1.222, 0.518, -0.362)
C (1.190, 0.452, -0.594)
C (1.342, -0.723, 0.457)
N (3.860, 0.505, 0.058)
N (0.084, 1.274, -0.348)
O (2.714, 2.552, 0.329)
O (4.738, -1.422, -0.433)
O (2.522, -1.413, 0.084)
H (-1.884, -1.346, 0.319)
H (-1.393, -0.352, 1.547)
H (0.114, -2.238, 1.232)
H (0.034, -2.078, -0.560)
H (-1.558, 0.378, -1.407)
H (-2.161, 1.061, -0.105)
H (1.392, 0.059, -1.651)
H (1.509, -0.233, 1.381)
H (-0.022, 2.007, -1.020)
H (1.673, 2.630, 0.349)

Atomic forces in eV per Å
-6.8 -2.4 -2.7
1.1 0.7 -0.1
-1.0 0.7 -1.8
0.6 2.1 2.8
-0.2 0.2 -0.2
3.9 -0.7 0.8
-0.1 1.9 -3.3
2.2 1.2 1.4
-1.7 0.5 0.6
-1.4 1.6 0.8
-1.1 -1.4 -0.1
0.7 -1.6 -0.2
-1.4 -0.7 -0.3
0.9 0.0 0.8
0.1 -1.1 0.0
0.1 -0.9 -1.3
0.9 -1.1 0.0
1.2 0.5 0.9
-0.4 0.6 1.2
-0.3 0.1 1.4
0.3 0.4 -0.5
2.4 -0.3 -0.1

The calculation puts the HOMO energy at -8.324 eV. Its energy above the lowest of the compared OMol25 structures with the same formula, charge and spin is 372.0 kJ/mol. The charge is 0. The gap between HOMO and LUMO is 8.74 eV.

***

One molecule with the formula C3H5NO2. Source: OMol25; level of theory: ωB97M-V/def2-TZVPD.

Atoms and positions in Å:
O (1.328, -0.185, -1.639)
C (0.463, -0.007, -0.798)
N (0.206, -1.143, -0.011)
C (-0.532, -1.092, 1.199)
O (-0.805, -2.127, 1.736)
C (-0.073, 1.378, -0.527)
H (0.772, -1.948, -0.209)
H (-0.782, -0.092, 1.588)
H (-1.144, 1.449, -0.703)
H (0.021, 1.731, 0.497)
H (0.546, 2.037, -1.134)

Atomic forces in eV per Å
-0.7 0.6 -0.3
2.4 -1.3 0.2
-1.7 2.7 1.3
0.9 -1.2 -1.4
-0.3 0.1 0.8
-0.3 -0.2 0.3
-0.1 -0.3 -0.1
-0.1 -0.1 -0.3
0.0 0.1 -0.5
0.3 -0.4 0.3
-0.5 0.0 -0.2

Its structure (SMILES) is CC(=O)NC=O. The calculation puts the HOMO energy at -10.249 eV. Its energy above the lowest of the compared OMol25 structures with the same formula, charge and spin is 40.2 kJ/mol. The charge is 0. The gap between HOMO and LUMO is 10.95 eV.